[1]
C48H47AuO2Sb3 as an isolated structure in a non-equilibrium geometry, computed with wB97M-V/def2-TZVPD.

```
101
Properties=species:S:1:pos:R:3:lowdin_spin:R:1
Au 0.25 1.53 0.90 0.20
C 2.53 0.62 4.09 0.06
C 1.26 -0.01 4.67 0.00
C 0.07 0.95 4.83 0.01
Sb -1.09 1.26 3.07 0.06
C -1.88 -0.66 2.73 0.01
C -1.26 -1.55 1.84 0.00
C -1.71 -2.86 1.75 0.00
C -2.78 -3.28 2.52 0.00
C -3.42 -2.40 3.38 0.00
C -2.97 -1.09 3.49 0.00
C -2.76 2.36 3.69 0.02
C -3.83 2.48 2.81 0.00
C -4.99 3.11 3.25 0.00
C -5.06 3.62 4.54 0.00
C -3.98 3.50 5.40 0.00
C -2.81 2.88 4.98 0.00
Sb 2.89 0.41 1.98 0.37
C 2.54 -1.66 1.69 0.05
C 2.16 -2.13 0.43 0.01
C 1.96 -3.49 0.24 0.00
C 2.14 -4.38 1.29 0.00
C 2.52 -3.91 2.54 0.00
C 2.71 -2.55 2.75 0.01
C 5.00 0.63 1.87 0.10
C 5.58 1.82 1.46 0.01
C 6.97 1.92 1.48 0.00
C 7.73 0.84 1.89 0.01
C 7.13 -0.35 2.29 0.01
C 5.75 -0.48 2.27 0.03
H 3.43 0.16 4.49 0.01
H 2.58 1.69 4.32 0.00
H 1.51 -0.36 5.68 0.00
H 0.96 -0.90 4.11 0.00
H 0.40 1.92 5.20 0.00
H -0.66 0.54 5.52 0.00
H -0.42 -1.23 1.23 0.00
H -1.20 -3.55 1.08 0.00
H -3.13 -4.31 2.45 0.00
H -4.26 -2.73 3.98 0.00
H -3.47 -0.40 4.17 0.00
H -3.77 2.08 1.80 0.00
H -5.84 3.20 2.58 0.00
H -5.96 4.12 4.87 0.00
H -4.04 3.89 6.41 0.00
H -1.97 2.80 5.65 0.00
H 2.04 -1.44 -0.40 0.00
H 1.65 -3.85 -0.74 0.00
H 1.99 -5.44 1.13 0.00
H 2.66 -4.60 3.36 0.00
H 3.00 -2.20 3.74 0.00
H 4.98 2.67 1.14 0.00
H 7.44 2.85 1.18 0.00
H 8.81 0.91 1.89 0.00
H 7.73 -1.19 2.61 0.00
H 5.28 -1.41 2.56 0.00
O 1.05 0.49 -1.76 0.40
O 0.95 1.63 -1.19 0.57
C 2.52 -1.45 -3.94 0.00
C 1.25 -1.98 -4.58 0.00
C 1.32 -3.06 -5.45 0.00
C 0.19 -3.57 -6.07 0.00
C -1.06 -3.01 -5.84 0.00
C -1.17 -1.94 -4.98 0.00
C -0.02 -1.45 -4.36 0.00
Sb -0.45 0.22 -3.16 0.00
C -2.00 -0.35 -1.86 0.01
C -2.23 -1.72 -1.77 0.00
C -3.27 -2.19 -0.99 0.00
C -4.07 -1.28 -0.32 0.00
C -3.83 0.08 -0.40 0.00
C -2.78 0.59 -1.16 0.00
C -2.55 2.09 -1.19 0.01
C -0.92 1.94 -4.26 0.00
C -2.27 2.03 -4.59 0.00
C -2.69 3.07 -5.40 0.00
C -1.75 3.98 -5.87 0.00
C -0.41 3.87 -5.53 0.00
C 0.05 2.84 -4.72 0.00
C 1.51 2.73 -4.35 0.00
H 3.27 -1.26 -4.70 0.00
H 2.93 -2.19 -3.25 0.00
H 2.35 -0.53 -3.39 0.00
H 2.29 -3.51 -5.65 0.00
H 0.28 -4.41 -6.74 0.00
H -1.95 -3.39 -6.34 0.00
H -2.15 -1.49 -4.80 0.00
H -1.60 -2.43 -2.31 0.00
H -3.46 -3.26 -0.93 0.00
H -4.90 -1.64 0.29 0.00
H -4.47 0.78 0.12 0.00
H -2.57 2.50 -0.18 0.00
H -3.35 2.59 -1.75 0.00
H -1.60 2.37 -1.65 0.00
H -3.00 1.31 -4.23 0.00
H -3.73 3.16 -5.68 0.00
H -2.08 4.80 -6.51 0.00
H 0.30 4.59 -5.91 0.00
H 2.11 3.48 -4.86 0.00
H 1.91 1.74 -4.62 0.00
H 1.65 2.87 -3.29 0.00
```

Calculated values
Multiplicity: 3
Energy above the lowest of the compared OMol25 structures with the same formula, charge and spin in kcal/mol: 25.2
Kohn-Sham gap (spin up / spin down) in eV: 7.85 / 5.32
Energy in eV: -77907.5138
Net charge: +3


[2]
A 10-piece molecular cluster, C48H47Cl6F7 overall in a non-equilibrium geometry, computed with wB97M-V/def2-TZVPD.

```
108
Properties=species:S:1:pos:R:3:lowdin_charge:R:1
Cl 18.14 18.68 19.50 0.54
C 18.40 18.07 17.81 -0.61
C 17.43 18.74 16.84 -0.62
Cl 15.69 18.46 17.24 0.57
H 18.13 17.01 17.78 0.05
H 19.46 18.19 17.62 0.08
H 17.67 18.41 15.83 0.06
H 17.62 19.82 16.90 0.07
Cl 8.30 17.74 17.13 0.56
C 7.45 16.17 16.96 -0.59
C 8.22 15.19 15.99 -0.60
Cl 8.37 15.78 14.28 0.58
H 6.49 16.47 16.55 0.06
H 7.36 15.75 17.96 0.07
H 7.74 14.22 15.90 0.06
H 9.21 14.91 16.33 0.04
Cl 10.80 11.96 15.12 0.55
C 9.84 10.71 16.02 -0.62
C 10.15 9.29 15.51 -0.67
Cl 9.94 9.16 13.75 0.54
H 8.78 10.95 15.97 0.07
H 10.10 10.76 17.08 0.05
H 9.48 8.56 15.95 0.06
H 11.14 8.90 15.75 0.07
F 9.87 21.38 13.56 0.03
C 10.65 20.26 13.74 -0.25
C 11.88 20.18 13.07 0.00
C 12.69 19.06 13.37 -0.08
C 12.28 18.02 14.19 -0.10
C 11.03 18.10 14.76 -0.13
C 10.25 19.21 14.53 -0.05
H 12.25 20.86 12.32 0.11
H 13.69 19.05 12.96 0.10
H 12.96 17.23 14.48 0.10
H 10.64 17.35 15.43 0.06
H 9.25 19.31 14.92 0.09
F 11.38 17.77 9.87 0.09
C 11.17 16.54 10.28 -0.29
C 11.68 15.50 9.49 -0.02
C 12.09 14.35 10.13 -0.10
C 11.84 14.10 11.48 -0.10
C 11.13 15.03 12.23 -0.09
C 10.84 16.24 11.61 -0.02
H 11.72 15.65 8.42 0.11
H 12.45 13.48 9.61 0.10
H 12.07 13.11 11.86 0.09
H 10.90 14.85 13.26 0.06
H 10.37 16.96 12.25 0.09
F 17.60 16.51 14.34 0.03
C 16.74 15.47 14.53 -0.27
C 16.12 15.21 15.79 -0.01
C 15.26 14.11 15.93 -0.08
C 14.95 13.36 14.80 -0.08
C 15.53 13.65 13.53 -0.04
C 16.47 14.72 13.45 -0.03
H 16.45 15.67 16.70 0.08
H 14.74 13.93 16.86 0.09
H 14.25 12.54 14.83 0.09
H 15.35 12.99 12.69 0.10
H 17.07 14.87 12.56 0.12
F 10.19 11.83 21.33 0.03
C 9.92 10.72 20.58 -0.26
C 11.00 10.14 19.91 -0.01
C 10.76 8.87 19.32 -0.08
C 9.47 8.38 19.27 -0.13
C 8.37 8.98 19.85 -0.07
C 8.60 10.23 20.45 0.00
H 11.96 10.60 20.08 0.10
H 11.64 8.32 19.04 0.11
H 9.29 7.37 18.92 0.10
H 7.44 8.44 19.71 0.11
H 7.81 10.83 20.89 0.11
F 13.64 20.50 25.27 0.05
C 14.26 20.36 24.07 -0.26
C 13.84 19.29 23.30 -0.04
C 14.38 19.04 22.07 -0.07
C 15.38 19.92 21.60 -0.11
C 15.85 21.01 22.31 -0.07
C 15.22 21.30 23.57 0.02
H 13.08 18.62 23.67 0.12
H 14.18 18.14 21.50 0.08
H 15.81 19.58 20.67 0.04
H 16.61 21.65 21.89 0.10
H 15.63 22.12 24.14 0.10
F 15.72 13.54 19.12 0.04
C 15.32 13.50 20.41 -0.30
C 15.49 14.66 21.07 -0.02
C 14.88 14.69 22.35 -0.09
C 14.14 13.64 22.89 -0.08
C 13.88 12.50 22.08 -0.06
C 14.56 12.38 20.84 -0.01
H 16.08 15.47 20.67 0.12
H 15.06 15.56 22.96 0.10
H 13.85 13.77 23.92 0.10
H 13.32 11.64 22.43 0.09
H 14.65 11.55 20.16 0.11
F 11.96 14.83 16.03 -0.02
C 12.11 15.15 17.37 -0.25
C 11.53 14.27 18.26 -0.05
C 11.66 14.41 19.60 -0.06
C 12.36 15.56 19.98 -0.08
C 12.98 16.50 19.11 -0.05
C 12.89 16.26 17.74 -0.02
H 10.93 13.45 17.88 0.10
H 11.20 13.65 20.22 0.09
H 12.48 15.66 21.05 0.09
H 13.59 17.35 19.40 0.08
H 13.34 16.87 16.97 0.07
```

Calculated values
Multiplicity: 1
SMILES string: Fc1ccccc1.Fc1ccccc1.Fc1ccccc1.Fc1ccccc1.Fc1ccccc1.Fc1ccccc1.Fc1ccccc1.ClCCCl.ClCCCl.ClCCCl
Kohn-Sham gap in eV: 8.82
Energy in eV: -144693.2471


[3]
A 8-piece molecular cluster, C48H47F7NO2 overall in a non-equilibrium geometry, computed with wB97M-V/def2-TZVPD.

```
105
Properties=species:S:1:pos:R:3:lowdin_charge:R:1
O 5.03 1.26 -5.44 -0.06
C 3.71 1.40 -5.74 -0.10
C 2.65 2.06 -4.62 -0.06
C 1.12 1.96 -5.25 -0.23
C 0.49 0.44 -5.17 -0.11
O -0.83 0.28 -5.81 -0.16
C -1.78 1.32 -5.40 -0.15
C -1.15 2.83 -5.26 -0.10
N 0.16 2.87 -4.47 0.04
H 3.35 1.04 -6.81 0.15
H 2.78 1.50 -3.60 0.10
H 2.87 3.21 -4.50 0.15
H 1.22 2.34 -6.36 0.18
H 1.24 -0.26 -5.77 0.17
H 0.55 0.09 -4.05 0.15
H -2.40 1.07 -4.43 0.15
H -2.59 1.39 -6.27 0.16
H -1.93 3.56 -4.73 0.16
H -0.94 3.26 -6.35 0.16
H 0.01 2.37 -3.55 0.16
H 0.55 3.83 -4.36 0.19
F 0.74 1.64 -1.96 0.02
C 1.22 0.75 -1.09 -0.28
C 0.35 0.15 -0.18 -0.01
C 0.85 -0.79 0.72 -0.06
C 2.21 -1.11 0.71 -0.08
C 3.07 -0.50 -0.20 -0.07
C 2.57 0.43 -1.11 -0.02
H -0.70 0.41 -0.18 0.11
H 0.19 -1.27 1.43 0.11
H 2.60 -1.84 1.42 0.10
H 4.13 -0.74 -0.20 0.11
H 3.22 0.91 -1.83 0.09
F 4.76 -2.68 1.72 0.05
C 6.07 -2.57 1.47 -0.30
C 6.62 -3.25 0.39 -0.02
C 7.99 -3.13 0.12 -0.08
C 8.79 -2.34 0.95 -0.09
C 8.23 -1.66 2.03 -0.08
C 6.86 -1.78 2.29 -0.02
H 5.99 -3.87 -0.24 0.11
H 8.43 -3.65 -0.73 0.11
H 9.85 -2.25 0.74 0.10
H 8.85 -1.05 2.68 0.11
H 6.41 -1.25 3.13 0.12
F -0.49 -3.78 -0.39 0.06
C 0.00 -3.99 -1.62 -0.28
C 1.21 -3.39 -1.98 -0.01
C 1.72 -3.61 -3.26 -0.09
C 1.03 -4.41 -4.16 -0.10
C -0.18 -5.00 -3.79 -0.08
C -0.69 -4.80 -2.51 -0.01
H 1.73 -2.76 -1.27 0.09
H 2.66 -3.15 -3.55 0.10
H 1.43 -4.58 -5.16 0.10
H -0.72 -5.63 -4.50 0.11
H -1.63 -5.26 -2.20 0.12
F -1.65 0.70 1.97 0.05
C -2.52 -0.01 2.70 -0.29
C -2.97 0.50 3.91 -0.01
C -3.88 -0.24 4.67 -0.08
C -4.31 -1.49 4.22 -0.10
C -3.84 -2.00 3.01 -0.08
C -2.94 -1.26 2.24 -0.02
H -2.62 1.47 4.25 0.12
H -4.24 0.16 5.62 0.11
H -5.01 -2.07 4.82 0.11
H -4.17 -2.98 2.67 0.11
H -2.58 -1.63 1.29 0.11
F -8.87 -1.70 3.86 0.06
C -8.69 -1.48 2.55 -0.29
C -9.63 -1.96 1.64 -0.01
C -9.44 -1.73 0.27 -0.08
C -8.31 -1.03 -0.16 -0.10
C -7.38 -0.56 0.76 -0.08
C -7.57 -0.78 2.12 -0.02
H -10.49 -2.51 2.00 0.12
H -10.17 -2.09 -0.44 0.11
H -8.17 -0.85 -1.23 0.10
H -6.50 -0.02 0.41 0.10
H -6.86 -0.41 2.85 0.10
F -5.35 4.47 4.47 0.06
C -6.22 3.76 5.21 -0.29
C -6.67 4.27 6.42 -0.02
C -7.58 3.53 7.18 -0.08
C -8.01 2.28 6.73 -0.09
C -7.54 1.77 5.52 -0.08
C -6.64 2.52 4.75 -0.03
H -6.32 5.24 6.75 0.12
H -7.94 3.93 8.12 0.11
H -8.71 1.70 7.33 0.10
H -7.87 0.80 5.17 0.10
H -6.28 2.14 3.80 0.11
F 7.84 2.19 2.87 0.06
C 8.02 2.40 1.56 -0.29
C 7.09 1.93 0.65 -0.02
C 7.27 2.16 -0.71 -0.09
C 8.40 2.86 -1.15 -0.10
C 9.34 3.33 -0.23 -0.08
C 9.14 3.11 1.14 -0.01
H 6.22 1.38 1.01 0.11
H 6.54 1.80 -1.43 0.10
H 8.55 3.03 -2.21 0.10
H 10.21 3.87 -0.57 0.11
H 9.86 3.47 1.87 0.12
```

Calculated values
Multiplicity: 1
Kohn-Sham gap in eV: 7.33
Energy in eV: -75135.1289
Net charge: +1


[4]
A 11-piece molecular cluster, C48H48BF4O28 overall in a non-equilibrium geometry, computed with wB97M-V/def2-TZVPD.

```
129
Properties=species:S:1:pos:R:3:lowdin_charge:R:1
B 5.66 20.89 35.49 -1.25
F 5.52 20.57 36.84 0.14
F 4.58 20.34 34.73 0.09
F 5.76 22.26 35.45 0.16
F 6.83 20.27 35.03 0.15
C 8.40 21.42 30.31 0.11
C 9.60 22.28 29.72 -0.13
C 10.66 22.79 30.62 -0.43
O 11.46 23.59 30.24 0.10
C 10.42 22.61 32.03 0.09
C 9.33 21.72 32.58 -0.12
C 8.42 21.00 31.67 -0.36
O 7.52 20.28 32.16 0.06
O 9.05 21.47 33.86 0.18
O 9.79 22.53 28.44 0.10
H 7.60 20.99 29.66 0.10
H 11.16 23.11 32.72 0.13
H 8.41 20.90 33.88 -0.04
H 10.63 23.13 28.52 0.16
C 2.55 17.89 29.37 0.13
C 3.70 18.67 28.69 -0.25
C 4.82 18.96 29.48 -0.43
O 5.82 19.39 28.95 0.12
C 4.80 18.70 30.88 0.09
C 3.68 18.05 31.55 -0.11
C 2.64 17.48 30.75 -0.35
O 1.77 16.68 31.25 0.07
O 3.29 18.11 32.94 0.03
O 3.58 19.01 27.46 0.12
H 1.66 17.65 28.83 0.11
H 5.33 19.44 31.39 0.08
H 4.01 18.66 33.44 0.13
H 4.37 19.68 27.35 0.19
C 5.88 23.92 29.75 0.10
C 4.59 22.96 29.56 -0.08
C 3.97 22.19 30.74 -0.36
O 2.92 21.57 30.60 0.07
C 4.66 22.30 32.07 0.13
C 5.86 23.44 32.18 -0.03
C 6.46 24.12 31.04 -0.46
O 7.45 24.84 31.16 0.10
O 6.59 23.60 33.39 0.06
O 3.97 22.71 28.42 0.16
H 6.30 24.45 28.89 0.11
H 4.31 21.87 33.04 0.08
H 6.06 23.18 34.14 0.09
H 3.36 22.11 28.40 0.01
C 6.62 15.47 33.81 0.13
C 7.12 16.90 33.88 -0.14
C 8.52 17.16 33.99 -0.34
O 8.98 18.38 34.11 0.05
C 9.41 16.02 34.01 0.09
C 8.91 14.54 33.81 -0.07
C 7.48 14.29 33.73 -0.45
O 7.10 13.18 33.65 0.17
O 9.80 13.42 33.71 0.03
O 6.22 17.93 33.99 0.08
H 5.61 15.06 33.82 0.11
H 10.51 16.28 34.38 0.15
H 10.76 13.67 33.72 0.13
H 6.38 18.82 34.11 0.02
C 1.64 16.35 38.40 0.11
C 2.28 15.52 37.23 -0.02
C 3.45 16.12 36.59 -0.42
O 4.02 15.36 35.77 0.06
C 3.98 17.32 36.91 0.05
C 3.29 18.05 38.03 -0.07
C 2.20 17.59 38.82 -0.45
O 1.66 18.08 39.78 0.14
O 3.46 19.47 38.30 -0.04
O 1.81 14.18 36.95 0.10
H 0.73 15.92 38.82 0.12
H 4.75 17.78 36.26 0.13
H 4.35 20.04 37.78 0.20
H 2.29 13.80 36.33 0.01
C 6.66 25.84 38.86 0.12
C 6.79 24.62 38.01 -0.22
C 8.05 24.15 37.68 -0.37
O 8.30 23.04 37.20 0.12
C 9.24 25.05 37.98 0.13
C 9.13 26.28 38.82 -0.22
C 7.85 26.66 39.29 -0.35
O 7.55 27.64 40.02 0.08
O 10.21 27.04 39.02 0.05
O 5.76 23.93 37.48 0.11
H 5.58 26.32 38.98 0.16
H 10.16 24.81 37.57 0.08
H 11.09 26.69 38.52 0.21
H 6.12 23.21 37.05 0.02
C 0.54 18.38 34.62 0.02
C 0.04 19.44 33.62 -0.38
O -1.20 19.50 33.36 0.00
C 0.96 20.40 32.93 -0.04
H 1.32 18.86 35.04 0.04
H 0.95 17.69 34.10 0.00
H -0.27 18.03 35.22 0.10
H 1.88 20.60 33.54 0.06
H 0.89 21.53 32.77 0.11
H 1.30 19.90 32.00 0.08
C 1.64 22.79 37.40 -0.01
C 1.39 23.22 35.90 -0.42
O 0.19 23.26 35.54 0.01
C 2.58 23.59 35.01 -0.01
H 2.22 21.85 37.19 0.09
H 0.73 22.81 38.03 0.08
H 2.17 23.63 37.93 0.08
H 2.53 23.64 33.87 0.10
H 3.48 23.04 35.19 0.04
H 2.60 24.62 35.26 0.07
C 8.70 22.22 40.50 0.01
C 7.34 21.60 41.08 -0.50
O 7.28 21.22 42.22 0.07
C 6.21 21.56 40.11 -0.04
H 9.37 22.29 41.23 0.01
H 8.59 23.33 40.24 0.09
H 9.02 21.76 39.55 0.08
H 6.57 20.92 39.20 0.10
H 5.79 22.67 40.12 0.14
H 5.42 20.92 40.61 0.09
C 7.22 15.83 37.33 0.01
C 7.72 16.64 38.40 -0.48
O 8.71 16.29 39.12 0.00
C 7.15 17.95 38.84 -0.04
H 7.96 15.53 36.80 0.01
H 6.69 16.62 36.64 0.11
H 6.38 15.22 37.72 0.13
H 7.42 18.70 38.00 0.10
H 7.33 18.56 39.88 0.14
H 6.06 17.94 38.61 0.05
```

Calculated values
Multiplicity: 1
Energy above the lowest of the compared OMol25 structures with the same formula, charge and spin in kcal/mol: 59.3
Kohn-Sham gap in eV: 6.25
Energy in eV: -119413.5111
Net charge: -1